Molecular formula: C3H8N2O
Method: DFT, ωB97M-V/def2-TZVPD

```
14
Properties=species:S:1:pos:R:3
C 0.37226 1.28819 1.62931
N 0.38080 -1.30920 -0.08038
C -0.46932 -0.23345 -0.00429
N 0.78386 -1.62070 -1.41714
C -1.31829 0.27028 -0.89317
O -0.50153 0.21688 1.36056
H 1.14195 -1.32700 0.58575
H 0.08142 -2.20872 -1.85916
H 1.06904 -0.80718 -1.96326
H 1.42459 0.97878 1.59997
H 0.13387 1.64930 2.63006
H 0.24696 2.12352 0.92791
H -1.36196 -0.08352 -1.90677
H -1.98365 1.06281 -0.60939
```

Calculated values
Relative energy (zero: lowest compared OMol25 entry of this formula, charge and spin) ... 292.8 kJ/mol
LUMO ... 0.990 eV
Multiplicity ... 1
Charge ... 0


Molecular formula: C3H8N2O
Method: DFT, ωB97M-V/def2-TZVPD

```
14
Properties=species:S:1:pos:R:3
C 0.82000 -0.00883 0.77110
N -0.44027 0.71055 0.78282
C -1.47873 0.23231 0.01110
N -1.64534 -1.10291 -0.47566
O -2.48055 0.86672 -0.05272
C 1.64303 0.17054 -0.42995
H 0.61359 -0.97731 1.30266
H 1.47549 0.37942 1.61246
H -0.49107 1.74095 0.92010
H -2.73000 -1.07943 -0.87514
H -0.92817 -1.44610 -1.15753
H 2.41942 -0.62181 -0.44996
H 2.12803 1.13627 -0.58849
H 1.09456 -0.00036 -1.37079
```

Calculated values
Relative energy (zero: lowest compared OMol25 entry of this formula, charge and spin) ... 134.4 kJ/mol
LUMO ... 0.833 eV
Multiplicity ... 1
Charge ... 0


Molecular formula: C3H8N2O
Method: DFT, ωB97M-V/def2-TZVPD

```
14
Properties=species:S:1:pos:R:3
C 0.43395 -0.53389 -1.53797
C -0.42121 -1.17530 -0.36132
C -0.39922 1.11148 2.02937
H 1.35341 0.89586 -0.47413
H -0.33655 0.20233 -2.04030
H 1.10948 -1.14937 -2.33972
H -1.04860 -2.08094 -0.89455
H 0.17637 -1.76369 0.47452
H -1.53617 -0.45046 1.11129
H 0.58753 1.70686 2.36192
H -1.50828 1.12568 2.30151
N -1.23376 -0.02688 0.25577
N -0.15828 0.59794 0.95633
O 1.65825 0.13781 -1.22071
```

Calculated values
Relative energy (zero: lowest compared OMol25 entry of this formula, charge and spin) ... 548.0 kJ/mol
LUMO ... 0.940 eV
Multiplicity ... 1
Charge ... 0


Molecular formula: C3H8N2O
Method: DFT, ωB97M-V/def2-TZVPD

```
14
Properties=species:S:1:pos:R:3
O -1.45942 1.72037 -0.54932
C -1.28221 1.48933 0.61150
C -0.37317 0.41057 1.17679
N 0.88295 0.22731 0.40057
C 0.84869 -0.30800 -0.90852
N 0.05783 -1.57029 -1.07503
H -1.89946 1.95503 1.40831
H 0.01627 0.78859 2.12068
H -1.06963 -0.43219 1.27881
H 1.53765 -0.15946 1.05946
H 1.86388 -0.47732 -1.28859
H 0.31461 0.38186 -1.55919
H 0.01062 -1.70908 -2.07071
H 0.55140 -2.31671 -0.60475
```

Calculated values
Relative energy (zero: lowest compared OMol25 entry of this formula, charge and spin) ... 193.2 kJ/mol
LUMO ... 0.939 eV
Multiplicity ... 1
Charge ... 0